Entry 1:
C52H118BN2NaO20 | ωB97M-V with the def2-TZVPD basis set

Each line ends with the Mulliken charge.
CARTESIAN COORDINATES (ANGSTROEM)
Na -9.48 2.45 1.76  1.000
O 3.96 -0.01 -0.26  -0.565
C 2.77 -0.15 -0.36  0.529
O 1.78 0.76 -0.17  -0.455
B 0.47 0.16 -0.55  0.927
O 0.70 -1.30 -0.76  -0.406
C 2.11 -1.52 -0.60  0.621
O 2.67 -2.60 -0.81  -0.593
O -0.11 0.94 -1.65  -0.487
C -1.28 1.43 -1.34  0.598
O -2.05 1.95 -2.09  -0.616
C -1.57 1.01 0.09  0.603
O -0.51 0.27 0.50  -0.500
O -2.50 1.35 0.83  -0.656
C 11.66 2.07 3.61  -1.340
C 12.99 1.33 3.71  0.414
C 12.82 -0.05 3.06  -1.107
O 13.81 2.16 2.96  -0.520
H 11.69 3.10 3.96  0.331
H 10.99 1.61 4.34  0.370
H 11.25 2.02 2.60  0.337
H 13.31 1.22 4.74  0.242
H 13.80 -0.49 2.86  0.330
H 12.19 -0.07 2.17  0.290
H 12.28 -0.65 3.79  0.326
H 14.65 1.72 3.05  0.326
C -8.29 -1.36 8.47  -1.350
C -9.34 -1.22 7.37  0.648
C -10.76 -0.91 7.82  -1.195
O -8.95 -0.17 6.55  -0.575
H -8.21 -2.39 8.82  0.333
H -8.51 -0.74 9.34  0.308
H -7.31 -1.22 8.00  0.431
H -9.39 -2.06 6.68  0.173
H -10.75 -0.24 8.68  0.282
H -11.33 -1.81 8.03  0.325
H -11.31 -0.48 6.99  0.320
H -8.12 0.29 6.71  0.301
C 8.36 -6.44 3.55  -1.159
C 7.80 -5.89 4.92  0.407
C 6.66 -4.87 4.69  -1.302
O 7.18 -6.91 5.60  -0.553
H 7.53 -6.94 3.04  0.271
H 9.12 -7.21 3.69  0.309
H 8.59 -5.66 2.83  0.345
H 8.62 -5.50 5.53  0.272
H 7.05 -4.10 4.02  0.324
H 6.33 -4.33 5.58  0.361
H 5.71 -5.17 4.25  0.372
H 6.29 -7.03 5.26  0.355
C -11.14 7.45 -3.16  -1.134
C -11.45 5.96 -3.21  0.431
C -12.09 5.52 -4.51  -1.344
O -10.37 5.17 -2.85  -0.548
H -11.00 7.63 -2.09  0.287
H -12.06 7.97 -3.42  0.334
H -10.26 7.63 -3.77  0.326
H -12.18 5.71 -2.45  0.207
H -12.11 4.43 -4.48  0.385
H -11.53 5.84 -5.39  0.347
H -13.15 5.78 -4.57  0.380
H -9.86 4.96 -3.64  0.330
C 4.90 5.30 -8.98  -1.260
C 5.08 5.62 -7.43  0.503
C 4.12 4.75 -6.61  -1.219
O 6.48 5.40 -7.13  -0.557
H 3.85 5.32 -9.27  0.347
H 5.28 4.30 -9.16  0.336
H 5.42 6.02 -9.61  0.359
H 4.82 6.67 -7.25  0.190
H 4.34 4.87 -5.55  0.314
H 4.23 3.70 -6.87  0.315
H 3.11 4.96 -6.95  0.361
H 7.07 5.90 -7.69  0.312
C 3.70 6.82 3.03  -1.163
C 3.05 7.79 1.93  0.321
C 1.64 8.19 2.31  -1.098
O 3.79 9.00 1.78  -0.540
H 3.12 5.95 3.34  0.351
H 4.06 7.41 3.87  0.325
H 4.58 6.45 2.50  0.293
H 3.14 7.24 0.99  0.245
H 1.30 8.94 1.60  0.339
H 1.58 8.68 3.29  0.290
H 1.03 7.30 2.41  0.325
H 3.40 9.37 0.98  0.313
C 8.54 -7.10 -4.76  -1.168
C 9.66 -6.36 -4.13  0.571
C 10.95 -6.46 -4.92  -1.405
O 9.28 -5.02 -3.98  -0.575
H 7.57 -6.62 -4.63  0.380
H 8.45 -8.10 -4.32  0.308
H 8.75 -7.14 -5.83  0.280
H 9.80 -6.70 -3.11  0.229
H 10.93 -5.94 -5.88  0.348
H 11.18 -7.52 -4.99  0.360
H 11.85 -6.06 -4.44  0.357
H 8.54 -4.97 -3.37  0.316
C -6.38 7.18 5.97  -1.265
C -7.15 7.70 4.77  0.502
C -6.23 8.10 3.64  -1.246
O -8.13 6.82 4.38  -0.567
H -5.55 7.83 6.25  0.330
H -5.99 6.22 5.63  0.327
H -6.96 7.07 6.89  0.353
H -7.73 8.53 5.18  0.238
H -6.81 8.52 2.81  0.308
H -5.73 7.19 3.30  0.335
H -5.58 8.90 3.98  0.362
H -8.79 6.77 5.08  0.324
C -8.75 0.46 -8.85  -1.255
C -7.42 1.00 -8.31  0.476
C -6.92 2.41 -8.90  -1.122
O -7.58 1.07 -6.90  -0.549
H -8.88 -0.54 -8.43  0.318
H -8.83 0.26 -9.92  0.363
H -9.61 1.05 -8.54  0.315
H -6.63 0.27 -8.46  0.193
H -6.48 2.20 -9.88  0.307
H -6.17 2.90 -8.29  0.371
H -7.74 3.08 -9.16  0.285
H -6.82 1.49 -6.50  0.299
C 2.77 -2.92 -8.39  -1.274
C 1.34 -2.71 -8.85  0.623
C 0.86 -1.30 -8.66  -1.274
O 1.22 -3.08 -10.19  -0.548
H 3.00 -2.80 -7.33  0.341
H 3.44 -2.22 -8.90  0.324
H 3.07 -3.93 -8.67  0.347
H 0.71 -3.38 -8.27  0.145
H -0.20 -1.21 -8.90  0.317
H 1.40 -0.55 -9.23  0.333
H 0.91 -1.12 -7.59  0.353
H 1.62 -3.95 -10.23  0.314
C 0.01 -9.59 -6.80  -1.934
C -1.49 -9.60 -6.32  1.325
C -1.49 -8.66 -5.13  -1.200
C -2.86 -8.17 -4.69  -0.830
C -3.71 -7.61 -5.86  -1.081
C -3.69 -8.43 -7.16  1.718
N -2.34 -9.03 -7.39  0.387
O -2.19 -9.66 -8.61  -0.507
C -4.75 -9.50 -7.13  -1.878
C -4.08 -7.48 -8.28  -2.079
C -1.99 -11.06 -5.97  -1.535
H 0.34 -8.59 -7.08  0.439
H 0.11 -10.25 -7.66  0.434
H 0.59 -10.06 -6.01  0.409
H -1.00 -9.25 -4.36  0.496
H -0.81 -7.82 -5.24  0.395
H -2.76 -7.44 -3.88  0.417
H -3.39 -8.99 -4.20  0.339
H -3.52 -6.56 -6.08  0.404
H -4.77 -7.70 -5.59  0.391
H -4.76 -10.18 -7.98  0.324
H -4.71 -10.15 -6.25  0.380
H -5.76 -9.09 -7.16  0.494
H -4.11 -7.97 -9.26  0.398
H -4.99 -6.94 -8.05  0.394
H -3.28 -6.75 -8.40  0.504
H -3.03 -11.20 -5.70  0.289
H -1.46 -11.40 -5.07  0.415
H -1.86 -11.77 -6.79  0.359
H -1.68 -9.05 -9.15  0.336
C 2.82 5.70 10.92  -1.751
C 1.94 4.47 11.33  1.314
C 0.53 5.07 11.59  -1.323
C -0.59 3.97 11.67  -0.764
C -0.57 3.11 10.41  -1.072
C 0.79 2.41 10.19  1.617
N 1.89 3.43 10.18  0.190
O 3.12 2.92 9.95  -0.474
C 0.91 1.28 11.16  -1.835
C 0.62 1.81 8.78  -1.868
C 2.47 3.92 12.68  -1.515
H 2.32 6.28 10.14  0.452
H 3.84 5.49 10.60  0.367
H 2.80 6.44 11.72  0.381
H 0.67 5.74 12.43  0.526
H 0.31 5.73 10.75  0.413
H -1.57 4.43 11.81  0.425
H -0.55 3.42 12.61  0.349
H -0.81 3.77 9.58  0.358
H -1.34 2.38 10.67  0.369
H 1.92 0.91 11.34  0.355
H 0.58 1.48 12.19  0.316
H 0.36 0.39 10.85  0.428
H 1.57 1.35 8.51  0.410
H -0.20 1.10 8.86  0.421
H 0.52 2.61 8.05  0.449
H 1.85 3.11 13.07  0.311
H 2.43 4.72 13.42  0.406
H 3.52 3.63 12.63  0.370
H 3.29 3.26 9.07  0.375

Results
LUMO in eV: -3.9
DFT total energy in eV: -104856.7192
E_HOMO in eV: -7.7
Frontier orbital gap in eV: 3.8

---

Entry 2:
C3H3O4 | ωB97M-V with the def2-TZVPD basis set

Each line ends with the Mulliken charge.
CARTESIAN COORDINATES (ANGSTROEM)
C -2.68 0.88 -0.32  -0.477
C -1.84 0.06 -0.08  0.175
C 2.07 0.25 0.27  0.691
O 2.10 1.40 0.68  -0.632
O 1.31 -0.68 0.53  -0.722
O 3.07 -0.07 -0.69  -0.502
O -1.10 -0.89 0.31  -0.610
H -3.45 1.38 -0.87  0.330
H 3.04 -1.07 -0.62  0.305
H -0.04 -0.71 0.24  0.443

Results
LUMO in eV: 3.9
DFT total energy in eV: -11349.8101
E_HOMO in eV: -5.1
Net charge: -1
Relative energy (zero: lowest compared OMol25 entry of this formula, charge and spin) in kcal per mole: 19.4
Frontier orbital gap in eV: 9.1

---

Entry 3:
C3H5NO2 | ωB97M-V with the def2-TZVPD basis set

Each line ends with the Mulliken charge.
CARTESIAN COORDINATES (ANGSTROEM)
N 0.68 0.22 -0.27  -0.155
C 1.53 -0.59 -0.95  0.021
O 1.26 -1.74 -1.25  -0.540
C -0.57 -0.31 0.26  -0.289
C -1.41 0.80 0.83  -0.056
O -2.09 0.70 1.82  -0.445
H 1.02 1.11 0.07  0.238
H 2.48 -0.10 -1.21  0.336
H -0.41 -1.08 1.02  0.268
H -1.12 -0.77 -0.58  0.274
H -1.38 1.76 0.26  0.347

Results
LUMO in eV: 0.6
DFT total energy in eV: -8776.7346
SMILES: O=CCNC=O
E_HOMO in eV: -10.4
Relative energy (zero: lowest compared OMol25 entry of this formula, charge and spin) in kcal per mole: 22.1
Frontier orbital gap in eV: 11.0

---

Entry 4:
C5H9N2O | ωB97M-V with the def2-TZVPD basis set

Each line ends with the Mulliken charge.
CARTESIAN COORDINATES (ANGSTROEM)
C 0.54 -0.01 -0.94  0.262
C -1.64 -1.34 1.19  -0.587
C -1.57 -0.05 1.89  -0.516
C -0.93 -0.16 0.57  0.721
C 2.50 0.98 -1.78  -0.627
N -1.29 0.70 -0.57  -0.484
N 0.44 -0.32 0.28  0.001
O 1.32 0.32 -1.88  -0.235
H -0.87 -2.06 1.45  0.231
H -2.58 -1.80 0.73  0.261
H -2.45 0.64 1.98  0.265
H -0.88 -0.11 2.72  0.211
H 2.69 1.49 -0.82  0.366
H 2.52 1.70 -2.59  0.254
H 3.24 0.16 -2.11  0.289
H -2.08 0.57 -1.17  0.255
H 1.04 -0.72 1.06  0.334

Results
LUMO (alpha / beta) in eV: -4.9 / -4.9
DFT total energy in eV: -10346.0509
E_HOMO (alpha / beta) in eV: -13.8 / -13.8
Net charge: +1
Relative energy (zero: lowest compared OMol25 entry of this formula, charge and spin) in kcal per mole: 151.5
Frontier orbital gap (alpha / beta) in eV: 8.9 / 8.9

---

Entry 5:
C11H15N | ωB97M-V with the def2-TZVPD basis set

Each line ends with the Mulliken charge.
CARTESIAN COORDINATES (ANGSTROEM)
C 2.73 -0.62 0.75  -0.560
C 1.97 -1.53 1.71  -0.618
H 3.33 0.02 1.37  0.298
H 3.29 -0.96 -0.18  0.278
H 1.99 0.05 0.32  0.010
H 0.92 -1.78 1.53  0.057
H 2.32 -2.58 1.47  0.227
H 2.06 -1.31 2.78  0.326
C -1.32 3.13 -0.04  -1.165
C -0.52 -0.30 -1.33  -0.506
C -1.00 0.57 -0.28  1.269
C -0.81 1.90 -0.76  0.382
C -0.14 1.80 -1.96  -0.794
C -0.62 -1.67 -1.14  -0.399
C -1.18 -2.17 0.02  -0.587
C -1.58 0.06 0.91  -0.501
C -1.76 -1.30 0.97  -0.664
N -0.06 0.45 -2.37  -0.030
H 0.35 0.13 -3.23  0.171
H 0.11 -2.28 -1.67  0.294
H 0.15 2.54 -2.67  0.450
H -1.44 -3.21 0.08  0.386
H -2.02 0.76 1.62  0.328
H -2.16 2.79 0.57  0.331
H -1.71 3.67 -0.88  0.354
H -2.25 -1.78 1.78  0.401
H -0.64 3.63 0.62  0.262

Results
LUMO in eV: 0.9
DFT total energy in eV: -13139.3906
SMILES: Cc1c[nH]c2ccccc12.CC
E_HOMO in eV: -7.9
Relative energy (zero: lowest compared OMol25 entry of this formula, charge and spin) in kcal per mole: 32.3
Frontier orbital gap in eV: 8.8

---

Entry 6:
C4H7NO3 | ωB97M-V with the def2-TZVPD basis set

Each line ends with the Mulliken charge.
CARTESIAN COORDINATES (ANGSTROEM)
O 0.70 1.49 1.63  -0.563
C 0.05 0.81 0.88  0.273
N 0.45 -0.53 0.71  -0.141
C 0.20 -1.40 -0.38  0.532
O 1.24 -2.28 -0.32  -0.488
O -0.68 -1.50 -1.18  -0.508
C -1.15 1.26 0.14  -0.201
C -0.74 2.22 -0.98  -1.096
H 1.32 -0.80 1.13  0.255
H 1.07 -3.15 -0.70  0.343
H -1.78 1.80 0.84  0.303
H -1.90 0.53 -0.18  0.337
H 0.29 2.54 -0.96  0.325
H -0.95 1.91 -2.01  0.319
H -1.39 3.10 -1.04  0.309

Results
LUMO in eV: 0.6
DFT total energy in eV: -11894.6598
SMILES: CCC(=O)NC(=O)O
E_HOMO in eV: -10.5
Relative energy (zero: lowest compared OMol25 entry of this formula, charge and spin) in kcal per mole: 14.2
Frontier orbital gap in eV: 11.0